Computed, not measured: C4H4O3 in the gas phase at a distorted geometry, with ωB97M-V with the def2-TZVPD basis set.

The calculation puts the total energy at -380.46737 hartree. As for the SMILES: COC(=C=O)C=O. The calculation puts the energy relative to the best compared isomer or geometry (same formula, charge and spin) at 49.99 kcal/mol. The calculation puts the highest occupied orbital energy at -0.345 Ha.

Geometry as XYZ:
```
11
Properties=species:S:1:pos:R:3:forces:R:3
C -1.619331 0.361439 0.451538 -0.24 0.13 -0.05
C 0.477447 -0.965242 -1.257420 -0.11 -0.36 -0.85
O 0.396126 -1.436339 -2.311881 0.10 0.42 1.03
C 0.553140 -0.377433 -0.053211 0.18 -0.04 -0.18
O -0.500917 -0.433984 0.828296 0.06 -0.07 0.02
C 1.825011 0.236604 0.314489 0.18 -0.03 -0.22
O 2.813106 0.236170 -0.392685 -0.35 0.03 0.28
H -2.325281 0.314896 1.282375 0.09 0.01 -0.12
H -2.098805 -0.041625 -0.450433 0.06 0.07 0.13
H -1.326618 1.402077 0.269056 0.00 -0.14 0.04
H 1.806126 0.703436 1.319875 0.03 -0.03 -0.09
```
Positions in Å, forces in eV/Å.

Okay, here come the natural (NBO) numbers, in e, for every atom: atom 1 (C): -0.2467, atom 2 (C): 0.7600, atom 3 (O): -0.3892, atom 4 (C): -0.1504, atom 5 (O): -0.4909, atom 6 (C): 0.3825, atom 7 (O): -0.5466, atom 8 (H): 0.2010, atom 9 (H): 0.1709, atom 10 (H): 0.1793, atom 11 (H): 0.1301